1.
Entry from the Open Molecules 2025 dataset: C4H6F2 in the gas phase (ωB97M-V with the def2-TZVPD basis set).

Element x y z (Å)
C  -0.6689  -0.3000  0.8368
H  0.3602  1.6994  1.2918
H  -0.9426  -0.8955  -1.3420
H  -1.0476  -0.5328  1.8206
C  -1.5442  -0.7075  -0.3776
C  0.1598  0.8902  0.4999
F  0.0158  1.4846  -0.6693
H  -2.1710  0.1280  -0.5538
H  1.5205  -0.3563  1.3833
F  1.2752  -0.9855  -0.5925
C  0.8573  -0.3859  0.5319
H  -2.1625  -1.5151  -0.1902

Lowest unoccupied orbital energy   0.036 Eh
Highest occupied orbital energy   -10.199 eV
Net charge   0
Orbital gap   11.186 eV
SMILES   C[C@H]1[C@@H](F)[C@H]1F

And the Löwdin charges, in e, turn out to be: C -0.155; H 0.175; H 0.116; H 0.127; C -0.041; C -0.330; F 0.059; H 0.060; H 0.141; F 0.053; C -0.249; H 0.043

---

2.
Entry from the Open Molecules 2025 dataset: C4H6F2 in the gas phase (ωB97M-V with the def2-TZVPD basis set).

Element x y z (Å)
C  -1.3558  -0.2659  -0.1366
C  0.9059  -1.2020  -0.0290
C  -0.0861  -0.0103  0.0232
H  1.4286  -1.3465  -1.0355
H  0.3631  -2.0681  0.0396
C  0.1979  1.4677  0.0438
H  -0.6245  2.0885  -0.2209
H  0.4598  1.5612  1.1115
H  1.2016  1.4294  -0.5687
F  -2.0936  -1.3048  0.1146
F  -2.2711  0.7257  -0.0683
H  1.8741  -1.0747  0.7262

Lowest unoccupied orbital energy   0.033 Eh
Highest occupied orbital energy   -9.138 eV
Net charge   0
Orbital gap   10.044 eV
SMILES   CC(C)=C(F)F

And the Löwdin charges, in e, turn out to be: C -0.383; C -0.042; C -0.282; H 0.090; H 0.020; C -0.035; H 0.065; H 0.091; H 0.122; F 0.146; F 0.069; H 0.138

---

Of them, 1 has the highest stability.

---

1.
Entry from the Open Molecules 2025 dataset: a molecular structure, C4H6F2 (ωB97M-V with the def2-TZVPD basis set).

Element x y z (Å)
H  -0.6214  1.5454  -0.8912
H  -0.2163  1.8552  0.9315
C  0.0089  -0.9472  -0.3104
C  -0.2209  1.0592  0.0701
H  1.7037  -0.1048  0.6864
H  -0.4040  -0.8075  -1.3015
C  -0.6722  -0.1151  0.7700
C  1.0924  0.1213  -0.2473
F  1.9596  0.4851  -1.2941
H  -0.3672  -0.3911  1.8818
F  -2.1406  -0.5485  1.0189
H  0.2851  -2.2362  -0.5238

Lowest unoccupied orbital energy   0.032 Eh
Highest occupied orbital energy   -11.266 eV
Net charge   0
Orbital gap   12.130 eV

And the Löwdin charges, in e, turn out to be: H 0.159; H 0.140; C -0.142; C -0.087; H 0.159; H 0.097; C -0.281; C -0.273; F -0.020; H 0.195; F -0.144; H 0.197

---

2.
Entry from the Open Molecules 2025 dataset: C4H6F2 in the gas phase (ωB97M-V with the def2-TZVPD basis set).

Element x y z (Å)
C  -0.3362  0.7440  0.6792
F  -1.7341  -0.9721  -0.3235
C  -0.5931  -0.7025  0.3967
H  -0.6068  -1.3621  1.2556
H  0.5192  -1.4605  -1.3337
F  1.6593  -1.0977  0.2558
H  -0.2183  1.0333  -1.4922
H  -1.2371  1.3321  0.7542
H  0.2069  0.7821  1.6054
C  0.4545  0.8665  -0.6494
H  1.2941  1.5354  -0.6603
C  0.5918  -0.6987  -0.4879

Lowest unoccupied orbital energy   0.044 Eh
Highest occupied orbital energy   -10.930 eV
Net charge   0
Orbital gap   12.123 eV
SMILES   F[C@@H]1CC[C@H]1F

And the Löwdin charges, in e, turn out to be: C -0.113; F 0.008; C -0.328; H 0.153; H 0.170; F 0.011; H 0.114; H 0.111; H 0.115; C -0.045; H 0.100; C -0.296

---

Of them, 2 has the highest stability.

---

1.
Entry from the Open Molecules 2025 dataset: 2 unconnected molecules or ions with the total composition C2H5ClS2 (ωB97M-V with the def2-TZVPD basis set).

Element x y z (Å)
H  0.9166  -0.9672  -0.6817
C  0.4757  0.1918  0.4368
H  -0.3299  1.6146  -0.8496
C  -0.5525  1.1833  0.1436
Cl  -1.2699  -2.2624  -1.0584
S  1.9834  0.6994  0.9879
H  -1.5908  0.6443  0.1362
S  0.7738  -2.2164  -1.0533
H  0.1743  -0.7453  0.9707
H  -0.5806  1.8580  0.9677

Lowest unoccupied orbital energy   -0.050 Eh
Highest occupied orbital energy   -9.040 eV
Net charge   0
Orbital gap   7.672 eV
SMILES   CC=S.SCl

And the Löwdin charges, in e, turn out to be: H -0.290; C -0.846; H 0.096; C -0.192; Cl 0.059; S 0.653; H 0.100; S 0.325; H 0.033; H 0.061

---

2.
Entry from the Open Molecules 2025 dataset: 2 unconnected molecules or ions with the total composition C2H5ClS2 (ωB97M-V with the def2-TZVPD basis set).

Element x y z (Å)
S  1.2189  1.2188  1.6973
H  -0.0590  0.4119  -1.3098
H  1.3942  -1.6136  2.2525
H  -1.5432  1.1729  -2.4606
H  -1.2198  -0.5403  -2.4338
C  -1.1288  0.3142  -1.7318
Cl  -2.0442  0.2359  -0.2518
C  0.7811  -0.0449  0.6381
S  0.9139  -1.6589  0.9888
H  1.6870  0.5038  2.6111

Lowest unoccupied orbital energy   -0.001 Eh
Highest occupied orbital energy   -8.986 eV
Net charge   0
Orbital gap   8.964 eV

And the Löwdin charges, in e, turn out to be: S 0.751; H -0.019; H -0.141; H 0.074; H 0.028; C -0.598; Cl 0.480; C -1.086; S 0.731; H -0.220

---

Of them, 1 has the highest stability.

---

1.
Entry from the Open Molecules 2025 dataset: 2 unconnected molecules or ions with the total composition CHFIN (ωB97M-V with the def2-TZVPD basis set).

Element x y z (Å)
N  0.3135  -0.7158  0.7093
H  0.5481  -1.7493  0.6407
F  -0.6134  0.0740  -1.8543
C  -0.0390  0.2157  0.0533
I  -0.2092  2.1754  0.4510

Lowest unoccupied orbital energy   -0.029 Eh
Highest occupied orbital energy   -10.544 eV
Net charge   0
Orbital gap   9.747 eV

And the Löwdin charges, in e, turn out to be: N 0.106; H 0.148; F -0.460; C -0.774; I 0.979

---

2.
Entry from the Open Molecules 2025 dataset: CHFIN in the gas phase (ωB97M-V with the def2-TZVPD basis set).

Element x y z (Å)
N  1.2958  0.0442  -0.0878
C  -0.3055  0.3384  0.0390
I  -1.8399  -1.0638  0.0119
H  1.5288  -0.9293  0.0619
F  -0.6792  1.6106  -0.0251

Lowest unoccupied orbital energy (spin up / spin down)   -0.020 / -0.020 Eh
Highest occupied orbital energy (spin up / spin down)   -9.633 / -9.657 eV
Net charge   0
Orbital gap (spin up / spin down)   9.076 / 9.104 eV
SMILES   [H]/N=C(/F)I

And the Löwdin charges, in e, turn out to be: N 0.020; C -0.807; I 0.856; H -0.039; F -0.032

---

Of them, 1 has the highest stability.

---

1.
Entry from the Open Molecules 2025 dataset: 2 unconnected molecules or ions with the total composition C2H5O2S (ωB97M-V with the def2-TZVPD basis set).

Element x y z (Å)
H  0.1195  1.1868  -0.4903
S  1.3225  0.6602  1.6277
H  1.2241  -0.6355  1.2069
H  -0.9457  0.9218  0.7674
O  -0.9777  -2.0693  -2.1614
O  0.7550  -1.1108  -0.8976
H  -1.0311  -1.0498  -0.3506
C  -0.4192  -1.4760  -1.1811
H  -0.0755  2.3056  0.8878
C  0.0281  1.2670  0.5912

Lowest unoccupied orbital energy   0.128 Eh
Highest occupied orbital energy   -4.002 eV
Net charge   -1
Orbital gap   7.487 eV

And the Löwdin charges, in e, turn out to be: H 0.032; S 0.597; H -0.141; H -0.005; O -0.155; O -0.188; H 0.075; C -0.648; H 0.005; C -0.573

---

2.
Entry from the Open Molecules 2025 dataset: 2 unconnected molecules or ions with the total composition C2H5O2S (ωB97M-V with the def2-TZVPD basis set).

Element x y z (Å)
H  -0.9758  1.1093  -0.0635
O  -0.5080  0.3634  1.5857
H  0.5733  -0.3254  -2.1175
C  -0.6603  -0.8822  1.6525
H  1.8169  0.8338  -1.5106
S  -0.4781  1.6353  -1.2103
H  0.3064  -1.4257  1.8099
O  -1.6908  -1.5610  1.5718
C  0.8543  0.3781  -1.3386
H  0.7622  -0.1255  -0.3795

Lowest unoccupied orbital energy   0.134 Eh
Highest occupied orbital energy   -4.425 eV
Net charge   -1
Orbital gap   8.073 eV

And the Löwdin charges, in e, turn out to be: H -0.172; O -0.194; H 0.007; C -0.691; H 0.006; S 0.552; H 0.089; O -0.111; C -0.477; H -0.010

---

Of them, 2 has the highest stability.

---

1.
Entry from the Open Molecules 2025 dataset: a gas-phase ion, C11H13N2 (charge +1) (ωB97M-V with the def2-TZVPD basis set).

Element x y z (Å)
H  1.2069  -1.8798  1.5327
C  -1.6174  -0.8019  -0.1967
C  -0.9213  1.2687  0.6965
C  2.6788  0.0032  1.5171
H  2.1623  -1.6636  -0.8133
C  -2.2808  1.5782  0.7989
C  1.6916  1.7954  -1.3661
H  0.0592  1.8373  1.0173
C  1.8134  1.0367  -0.2994
H  0.5702  -0.2870  2.1642
C  -3.3168  0.7076  0.4395
H  -4.3441  0.9274  0.5153
H  -3.6464  -1.4024  -0.1934
C  -2.9734  -0.5445  -0.0314
H  2.5131  2.5228  -1.4788
N  2.7310  0.9107  0.6033
N  0.7750  -0.3773  0.1277
H  0.3724  -2.1607  -1.0679
H  -1.3984  -1.6965  -0.7940
H  1.1918  -0.7407  -1.9335
C  -0.6547  -0.0572  0.2280
C  1.2668  -0.6786  1.4404
H  0.8173  1.8932  -2.0065
H  3.4768  -0.1193  2.2364
H  -2.5057  2.5822  1.1728
C  1.1241  -1.2639  -1.0021

Lowest unoccupied orbital energy   -0.158 Eh
Highest occupied orbital energy   -13.060 eV
Net charge   +1
Orbital gap   8.752 eV
SMILES   C=C1N=CC[N@@+]1(C)c1ccccc1

And the Löwdin charges, in e, turn out to be: H 0.200; C -0.066; C 0.008; C 0.043; H 0.131; C -0.048; C 0.146; H 0.159; C -0.269; H 0.127; C -0.043; H 0.104; H 0.133; C -0.029; H 0.116; N 0.112; N -0.173; H 0.132; H 0.119; H 0.090; C -0.263; C -0.085; H 0.102; H 0.133; H 0.119; C 0.001

---

2.
Entry from the Open Molecules 2025 dataset: a gas-phase ion, C11H13N2 (charge +1) (ωB97M-V with the def2-TZVPD basis set).

Element x y z (Å)
H  -4.1574  0.9668  -0.9817
H  -1.2321  1.7531  -0.5027
C  1.6397  -1.8606  0.4938
C  1.2781  1.1731  -0.6361
C  -2.3043  -0.1056  -0.0877
H  2.8374  0.0739  -1.9705
H  -2.9658  -2.2143  -0.1307
H  1.7336  -2.7182  -0.1531
H  2.3500  1.3709  1.0101
H  0.9371  2.1889  1.1793
N  3.4596  0.0254  0.2046
C  2.5500  0.1843  -0.9283
C  -2.1322  -1.4777  -0.0362
H  -4.2282  -0.0015  0.5599
C  -1.1537  0.6445  -0.2421
H  2.3077  2.7337  0.3628
H  -0.7905  -3.0471  0.4068
H  -3.4621  1.6408  0.6329
H  1.0169  1.8560  -1.5125
C  0.2976  -1.1706  0.1924
C  -0.8383  -1.9783  0.2075
C  2.6036  -0.8806  0.0305
N  1.7076  1.9625  0.5878
H  2.0050  -1.9657  1.4883
C  0.1652  0.1676  -0.1977
C  -3.6244  0.6786  0.0228

Lowest unoccupied orbital energy   -0.115 Eh
Highest occupied orbital energy   -12.762 eV
Net charge   +1
Orbital gap   9.634 eV
SMILES   Cc1ccc2c(c1)[C@@H]([NH3+])[C@H]1N=C1C2

And the Löwdin charges, in e, turn out to be: H 0.124; H 0.146; C -0.021; C -0.111; C -0.265; H 0.139; H 0.141; H 0.146; H 0.087; H 0.165; N 0.204; C -0.174; C -0.005; H 0.049; C -0.027; H 0.174; H 0.127; H 0.107; H 0.178; C -0.148; C -0.009; C -0.233; N 0.247; H 0.132; C -0.137; C -0.037

---

Of them, 2 has the highest stability.